Entry 1:
{
  "formula": "CH2O3",
  "method": "the ωB97M-V functional and the def2-TZVPD basis",
  "symbols": ["C", "O", "O", "O", "H", "H"],
  "positions_angstrom": [[-0.570, 0.252, 0.379], [0.410, 0.896, 0.186], [2.160, 0.671, -1.224], [-0.701, -1.013, -0.046], [-1.312, 0.564, 1.201], [0.013, -1.370, -0.496]],
  "forces_ev_per_a": [[0.3334, -1.1565, 1.9201], [0.4767, 1.2890, -0.4290], [0.0137, -0.1253, -0.0694], [-3.8155, 1.0772, 1.8283], [0.3497, -0.6138, -1.6809], [2.6420, -0.4707, -1.5691]],
  "nbo_charge": [0.65, -0.54, -0.07, -0.68, 0.14, 0.50],
  "spin_multiplicity": 1,
  "homo_ev": [-11.226, -11.221],
  "e_above_lowest_kj_mol": 604.00,
  "fmax_ha_per_bohr": 0.085,
  "homo_lumo_gap_ev": [9.379, 9.364]
}

Entry 2:
{
  "formula": "C18H38AgFN2O2",
  "method": "the ωB97M-V functional and the def2-TZVPD basis",
  "symbols": ["Ag", "F", "C", "C", "C", "C", "C", "C", "N", "O", "C", "C", "C", "H", "H", "H", "H", "H", "H", "H", "H", "H", "H", "H", "H", "H", "H", "H", "H", "H", "H", "H", "C", "C", "C", "C", "C", "C", "N", "O", "C", "C", "C", "H", "H", "H", "H", "H", "H", "H", "H", "H", "H", "H", "H", "H", "H", "H", "H", "H", "H", "H"],
  "positions_angstrom": [[3.940, -1.056, 5.502], [1.902, -0.336, 3.251], [0.250, -6.764, -1.100], [1.328, -5.611, -1.140], [2.314, -5.896, -2.235], [1.695, -5.672, -3.571], [1.313, -4.258, -3.646], [0.396, -3.715, -2.528], [0.858, -4.157, -1.179], [-0.008, -3.765, -0.182], [0.513, -2.205, -2.653], [-1.042, -4.071, -2.950], [2.147, -5.731, 0.125], [0.216, -7.546, -1.859], [-0.698, -6.261, -1.291], [0.172, -7.186, -0.098], [3.050, -5.096, -2.150], [2.739, -6.896, -2.147], [0.808, -6.265, -3.795], [2.422, -5.919, -4.345], [0.828, -4.155, -4.617], [2.305, -3.823, -3.762], [0.429, -1.716, -3.624], [-0.279, -1.700, -2.101], [1.486, -1.891, -2.274], [-1.221, -4.995, -3.499], [-1.574, -4.123, -2.000], [-1.462, -3.259, -3.543], [3.119, -5.238, 0.139], [2.331, -6.789, 0.311], [1.585, -5.245, 0.922], [0.466, -3.138, 0.371], [-1.928, 2.257, 1.336], [-1.760, 3.839, 1.293], [-2.871, 4.370, 2.271], [-2.607, 5.873, 2.640], [-1.092, 6.147, 3.091], [0.033, 5.614, 2.180], [-0.356, 4.242, 1.760], [0.597, 3.616, 1.019], [0.085, 6.555, 0.907], [1.323, 5.569, 2.933], [-2.053, 4.281, -0.117], [-1.075, 1.674, 0.990], [-2.759, 1.895, 0.731], [-2.229, 1.801, 2.279], [-3.905, 4.405, 1.928], [-2.872, 3.706, 3.136], [-3.317, 6.310, 3.342], [-2.802, 6.380, 1.695], [-0.997, 5.729, 4.093], [-1.042, 7.231, 3.188], [-0.861, 6.650, 0.374], [0.566, 7.530, 0.989], [0.613, 6.111, 0.063], [1.158, 4.809, 3.697], [2.174, 5.178, 2.375], [1.542, 6.516, 3.426], [-2.941, 3.785, -0.509], [-1.185, 4.272, -0.775], [-2.341, 5.328, -0.202], [0.572, 2.806, 1.533]],
  "forces_ev_per_a": [[-1.0624, 0.3072, -1.1943], [0.9465, -0.1072, 1.0927], [-1.2244, 1.7166, 0.1034], [-0.0615, -0.6915, 1.2898], [-0.3309, 0.6917, -0.6857], [-0.3466, -1.6521, -0.4897], [0.6274, 0.4076, -0.8394], [0.3783, 0.0790, -1.8015], [1.6806, -1.0830, -2.8419], [-1.2161, -0.5245, 0.4461], [0.1396, 1.1481, 1.0172], [-0.4334, -0.0198, 1.1577], [-0.1114, 0.1495, 1.0473], [0.9264, 0.0165, -0.0147], [-0.3491, -0.0335, 0.2649], [0.0580, -0.1196, -0.1462], [0.6923, -0.3470, 0.0855], [0.0945, 0.1379, 0.3557], [-0.0001, -0.6030, 0.3574], [-0.0364, 0.0862, -0.2320], [-0.2953, 0.6668, 0.0829], [-0.1942, 1.2340, 0.4552], [-0.0156, -0.8891, -0.5280], [0.0392, -0.0210, 0.5276], [0.0057, 0.0734, 0.2614], [0.4191, -0.1521, 0.1344], [-0.5866, 0.0009, -0.1602], [-0.0067, -0.0370, 0.0204], [0.0044, 0.1997, -0.5716], [-0.0954, 0.0622, 0.3699], [-0.0624, -0.5420, 0.4188], [0.3160, 0.0829, -0.0507], [0.3718, -0.3229, 0.0509], [-2.2944, -2.0490, 1.5717], [1.1272, 1.5310, 1.2694], [1.7364, -0.8421, -0.8681], [-2.1987, -0.2941, 0.1635], [-1.5537, 1.7406, -0.9493], [-1.0518, 1.3810, -2.1533], [-0.4330, 0.7251, 1.5076], [0.0473, -1.1691, -1.5174], [0.4982, -1.1638, 0.5851], [0.4117, 1.7199, -1.0744], [0.1559, 0.2006, -0.1616], [0.0467, 0.7079, -0.5241], [0.5065, 0.6759, 0.5765], [0.2861, -0.7328, -0.8422], [0.0682, 0.2336, 0.2141], [0.1853, -0.3586, 0.2204], [0.1566, 0.4320, 0.0172], [0.2075, -0.0598, 0.0668], [0.5376, -0.0507, -0.0585], [-0.4396, 0.4242, 0.8826], [-0.2086, -0.1124, 0.9133], [0.7472, -0.5161, 0.3332], [0.1987, 0.1493, 0.4905], [-0.0520, 0.4925, -0.3005], [-0.0354, -0.0527, -0.2483], [0.4754, -0.5204, 0.0298], [-0.1219, -0.8308, -0.1665], [-0.0602, 0.2158, 0.5505], [0.7860, -1.7921, -0.5115]],
  "nbo_charge": [0.92, -0.92, -0.66, 0.12, -0.41, -0.39, -0.40, 0.10, -0.18, -0.58, -0.61, -0.65, -0.61, 0.22, 0.22, 0.22, 0.20, 0.22, 0.19, 0.21, 0.21, 0.20, 0.22, 0.20, 0.21, 0.21, 0.22, 0.21, 0.21, 0.21, 0.21, 0.48, -0.64, 0.09, -0.42, -0.39, -0.42, 0.08, 0.26, -0.45, -0.63, -0.62, -0.63, 0.23, 0.25, 0.24, 0.25, 0.22, 0.24, 0.20, 0.22, 0.24, 0.23, 0.26, 0.23, 0.22, 0.24, 0.25, 0.26, 0.24, 0.22, 0.52],
  "spin_multiplicity": 2,
  "homo_ev": [-9.744, -9.744],
  "e_above_lowest_kj_mol": 572.52,
  "s2": 0.754,
  "fmax_ha_per_bohr": 0.068,
  "homo_lumo_gap_ev": [4.818, 3.307],
  "charge": 1
}